Record 1
A structure of composition C25H32AsIrNO4PSSbSe4. Source: the Open Molecules 2025 dataset; level of theory: the ωB97M-V functional and the def2-TZVPD basis.

The value obtained for the energy is -387847.7197 eV. The value obtained for the energy relative to the best compared isomer or geometry (same formula, charge and spin) is 13.64 kcal per mole. The total charge is 0. The calculation puts the HOMO energy (spin up / spin down) at -7.13 / -7.68 eV. As for the multiplicity: 6.

Geometry as XYZ:
```
71
C25H32AsIrNO4PSSbSe4 (the ωB97M-V functional and the def2-TZVPD basis)
Ir -0.082 0.953 -0.551
O 3.872 2.370 -0.359
S 2.778 1.450 -0.281
O 1.815 1.540 -1.419
O 2.008 1.454 0.976
C 3.443 -0.189 -0.325
C 4.815 -0.340 -0.202
C 5.350 -1.596 0.033
C 4.502 -2.679 0.208
C 3.131 -2.520 0.077
C 2.578 -1.283 -0.253
P 0.764 -1.169 -0.568
C 0.155 -2.219 0.786
C 0.422 -1.757 2.075
C 0.027 -2.500 3.174
C -0.650 -3.702 2.995
C -0.926 -4.157 1.715
C -0.521 -3.419 0.608
C 0.530 -2.108 -2.121
C 1.124 -3.350 -2.361
C 0.902 -4.019 -3.552
C 0.087 -3.460 -4.529
C -0.505 -2.229 -4.304
C -0.283 -1.562 -3.107
H 5.442 0.540 -0.260
H 6.421 -1.718 0.126
H 4.905 -3.652 0.459
H 2.485 -3.366 0.272
H 0.942 -0.813 2.209
H 0.238 -2.139 4.173
H -0.966 -4.279 3.854
H -1.460 -5.088 1.572
H -0.745 -3.779 -0.388
H 1.772 -3.809 -1.631
H 1.372 -4.980 -3.722
H -0.081 -3.984 -5.461
H -1.136 -1.776 -5.057
H -0.747 -0.602 -2.941
Se -3.519 4.956 -3.505
Sb -1.930 3.983 -1.796
Se -0.192 5.688 -2.412
Se -3.516 4.439 -0.039
Se -1.354 1.736 -2.648
C -3.064 -0.977 1.580
C -2.922 -0.224 0.252
C -4.042 0.819 0.136
C -3.011 -1.188 -0.933
N -1.654 0.454 0.238
H -4.056 -1.431 1.630
H -2.962 -0.284 2.418
H -2.316 -1.763 1.681
H -5.007 0.308 0.160
H -3.958 1.373 -0.797
H -4.000 1.532 0.957
H -3.971 -1.708 -0.895
H -2.216 -1.933 -0.903
H -2.949 -0.636 -1.870
C -0.762 3.043 2.690
As 0.085 4.064 1.306
C 1.953 4.286 1.673
C -0.520 5.894 1.325
O -0.165 3.264 -0.181
H -1.352 3.694 3.330
H 0.006 2.524 3.261
H -1.412 2.322 2.198
H 2.067 5.099 2.389
H 2.444 4.549 0.737
H 2.382 3.368 2.055
H -0.952 6.079 2.309
H -1.271 6.083 0.569
H 0.354 6.524 1.167
```

Atom charges from the Mulliken analysis, given in e for atoms 1 to 4: 1.50 -0.74 1.47 -0.84

Record 2
A structure of composition C25H32AuBO4 at a distorted geometry. Source: the Open Molecules 2025 dataset; level of theory: the ωB97M-V functional and the def2-TZVPD basis.

The value obtained for the energy is -38997.7562 eV. The total charge is 0. The calculation puts the HOMO energy (spin up / spin down) at -6.60 / -7.45 eV. As for the multiplicity: 3.

Geometry as XYZ:
```
63
C25H32AuBO4 (the ωB97M-V functional and the def2-TZVPD basis)
O 0.437 -2.665 -1.072
C -0.630 -2.791 -2.006
C -0.202 -4.133 -2.512
H -0.489 -1.938 -2.621
H -1.589 -2.691 -1.551
C 1.046 -3.873 -1.623
H -0.041 -4.266 -3.581
H -0.837 -4.922 -2.107
C 2.297 -3.517 -2.408
H 2.016 -2.961 -3.306
H 2.896 -4.391 -2.716
H 2.937 -2.810 -1.879
C 1.214 -4.804 -0.429
H 0.210 -5.029 -0.030
H 1.740 -4.330 0.423
H 1.730 -5.743 -0.668
Au -0.485 1.189 1.509
C -1.115 -1.290 3.248
C -1.877 -0.162 2.808
C -2.207 -0.377 1.389
H -2.348 0.579 3.454
C -1.651 -1.661 1.046
C -0.920 -2.150 2.148
H -0.336 -3.068 2.146
H -0.782 -1.481 4.266
H -3.002 0.129 0.842
H -1.850 -2.231 0.148
C 2.019 0.380 2.975
C 1.919 -0.947 2.554
C 1.658 -0.971 1.155
H 2.033 -1.827 3.185
C 1.560 0.372 0.684
C 1.746 1.255 1.849
H 1.939 2.319 1.764
H 2.297 0.715 3.968
H 1.510 -1.857 0.542
H 1.618 0.683 -0.357
O 0.002 -0.409 -3.459
C -0.029 -1.295 -4.673
C -0.703 -0.598 -5.849
H -0.585 -2.233 -4.465
H 0.998 -1.603 -4.918
C -1.407 0.594 -5.210
H -1.443 -1.226 -6.350
H 0.060 -0.358 -6.603
C -1.101 0.519 -3.697
H -2.485 0.612 -5.414
H -0.986 1.515 -5.593
H -1.974 0.121 -3.180
H -0.890 1.503 -3.264
O 0.218 4.287 1.867
B -0.213 3.065 2.424
O -0.522 3.269 3.803
C -0.331 4.597 4.017
C -0.775 5.331 5.096
C -0.674 6.741 5.057
C -0.143 7.362 3.932
C 0.191 6.617 2.791
C 0.135 5.229 2.866
H -1.211 4.771 5.920
H -1.014 7.347 5.910
H -0.023 8.438 3.922
H 0.445 7.066 1.832
```

Atom charges from the natural (NBO) analysis, given in e for atoms 1 to 4: -0.56 -0.09 -0.45 0.24

Record 3
A structure of composition C25H32BCl3N3O5PdS2Si. Source: the Open Molecules 2025 dataset; level of theory: the ωB97M-V functional and the def2-TZVPD basis.

The value obtained for the energy is -112432.2308 eV. The value obtained for the energy relative to the best compared isomer or geometry (same formula, charge and spin) is 13.41 kcal per mole. The total charge is -1. The calculation puts the HOMO energy at -5.58 eV.

Geometry as XYZ:
```
73
C25H32BCl3N3O5PdS2Si (the ωB97M-V functional and the def2-TZVPD basis)
Pd -0.494 -0.722 0.209
O 1.364 0.709 -0.654
S 1.787 0.678 -2.092
C 3.342 1.658 -2.102
C 4.211 1.368 -0.880
C 4.155 2.428 0.221
C 2.840 2.529 0.981
S 2.554 1.016 1.962
O 1.111 0.993 2.321
C 3.417 1.579 3.439
C 2.719 2.294 4.400
C 3.374 2.707 5.550
C 4.718 2.403 5.735
C 5.406 1.676 4.774
C 4.752 1.250 3.625
C 0.829 1.885 -2.992
C 0.000 2.748 -2.301
C -0.773 3.642 -3.025
C -0.711 3.662 -4.413
C 0.121 2.783 -5.088
C 0.894 1.878 -4.375
H 3.078 2.713 -2.182
H 3.856 1.364 -3.022
H 5.249 1.286 -1.208
H 3.940 0.396 -0.459
H 4.380 3.411 -0.204
H 4.963 2.219 0.931
H 1.969 2.542 0.324
H 2.817 3.393 1.642
H 1.665 2.493 4.237
H 2.834 3.261 6.308
H 5.226 2.723 6.636
H 6.448 1.423 4.927
H 5.271 0.651 2.884
H -0.096 2.662 -1.229
H -1.461 4.295 -2.502
H -1.346 4.337 -4.973
H 0.137 2.771 -6.170
H 1.505 1.145 -4.893
Cl -2.528 -3.749 1.225
Si -0.927 -2.431 1.468
Cl 0.165 -2.930 -0.473
Cl 0.447 -3.300 2.794
B -2.923 0.365 -4.088
C -1.879 -0.005 -2.948
N -1.123 -0.257 -2.109
H -2.324 0.399 -5.149
H -3.791 -0.484 -4.101
H -3.382 1.461 -3.819
C -0.375 0.435 5.206
C -1.801 -0.100 5.190
C -2.594 0.315 3.937
C -4.033 -0.249 4.011
C -4.886 0.077 2.791
C -2.677 1.825 3.900
O -3.127 2.482 4.816
N -2.218 2.414 2.756
C -1.620 1.800 1.654
O -1.222 2.489 0.750
N -1.530 0.410 1.653
C -1.923 -0.252 2.701
O -1.788 -1.530 2.758
H 0.160 0.072 6.086
H -0.368 1.529 5.244
H 0.188 0.130 4.320
H -2.361 0.268 6.051
H -1.798 -1.189 5.225
H -4.481 0.162 4.917
H -3.948 -1.329 4.133
H -5.012 1.155 2.664
H -5.879 -0.361 2.895
H -4.450 -0.325 1.874
H -2.257 3.421 2.707
```

Atom charges from the Mulliken analysis, given in e for atoms 1 to 4: 0.30 0.38 -0.02 -0.87